The molecule C8H6S at a distorted geometry, computed with wB97M-V/def2-TZVPD.

```
15
C8H6S wB97M-V/def2-TZVPD
C -0.1023 -3.6087 1.3777
C -0.1687 -2.3895 1.3548
C -0.2901 -1.0376 1.0467
C 0.9071 -0.2292 0.2515
C 0.5793 0.9805 -0.4582
C -0.7106 1.6840 -0.3303
C -0.7311 2.7349 -1.1420
S 0.7074 2.8916 -2.1674
C 1.3589 1.4419 -1.4781
H 0.0277 -4.6343 1.7218
H -1.1265 -0.3911 0.9965
H 1.7159 -0.7801 -0.0793
H -1.5420 1.5578 0.1960
H -1.6019 3.3432 -1.3936
H 2.4163 1.3209 -1.8546
```

maximum force = 7.983 eV/A
net charge = 0
highest occupied orbital energy (alpha / beta) = -0.290 / -0.279 Eh
DFT total energy = -706.4417 hartree
frontier orbital gap (alpha / beta) = 7.48 / 7.12 eV
structure (SMILES) = C#C/C=C/c1ccsc1
energy relative to the best compared isomer or geometry (same formula, charge and spin) = 1.813 eV

---

C8H7Br2ClO as an isolated structure at a distorted geometry, computed with wB97M-V/def2-TZVPD.

```
19
C8H7Br2ClO wB97M-V/def2-TZVPD
C -2.7583 -0.7042 -0.8631
C -2.0883 -1.3055 0.1885
C -2.2817 0.4835 -1.3953
C -0.9429 -0.7337 0.7144
C -1.1441 1.0675 -0.8764
C -0.4689 0.4567 0.1787
C 1.5670 0.6071 1.3957
C 3.2057 0.0368 -0.0793
O 0.6187 1.1553 0.6626
Cl 2.7091 0.7450 -1.5897
Br 3.2661 -1.8883 -0.1235
Br 4.8313 0.7699 0.6273
H -3.6513 -1.1580 -1.2644
H -2.4633 -2.2258 0.6090
H -2.7994 0.9552 -2.2171
H -0.4479 -1.2107 1.5467
H -0.7571 1.9942 -1.2705
H 1.4443 -0.3760 1.8253
H 2.1611 1.3312 1.9311
```

maximum force = 3.383 eV/A
net charge = 0
highest occupied orbital energy = -0.303 Eh
DFT total energy = -5992.4109 hartree
frontier orbital gap = 8.37 eV

---

C8H7Br2FO as an isolated structure at a distorted geometry, computed with wB97M-V/def2-TZVPD.

```
19
C8H7Br2FO wB97M-V/def2-TZVPD
C 2.1596 1.3266 -0.6831
C 2.0365 0.0560 -1.2437
C 1.3408 1.6986 0.3231
C 1.2142 -0.9280 -0.6421
C 0.5435 0.7085 0.9766
C 0.4248 -0.5454 0.4458
C -0.5773 -1.3792 0.8848
C -2.5133 -0.2107 -0.7216
O -1.1361 -1.1643 2.0968
F -3.0718 -1.0512 -1.5160
Br -3.7378 0.3767 0.6254
Br -1.5685 1.1711 -1.5714
H 2.7196 2.2308 -1.1146
H 2.5271 -0.1267 -2.1509
H 1.1586 2.6979 0.6891
H 1.0105 -1.8198 -1.1413
H -0.0653 1.0297 1.8208
H -0.6485 -2.3591 0.4821
H -1.8166 -1.7115 2.4400
```

maximum force = 3.797 eV/A
net charge = 0
highest occupied orbital energy (alpha / beta) = -0.298 / -0.258 Eh
DFT total energy = -5632.0410 hartree
frontier orbital gap (alpha / beta) = 7.99 / 6.52 eV

---

A 2-piece molecular cluster, C8H7Br2O2 overall at a distorted geometry, computed with wB97M-V/def2-TZVPD.

```
19
C8H7Br2O2 wB97M-V/def2-TZVPD
Br 2.2709 3.8681 -3.3347
Br 5.2391 1.3636 1.9171
C 4.5193 3.1152 -1.7700
C 2.3570 2.6513 -0.7691
C 5.1531 2.5804 -0.6485
C 2.9908 2.1165 0.3523
C 3.1265 3.1463 -1.8210
C 4.3837 2.0855 0.4034
H 5.1118 3.5089 -2.6064
H 1.2609 2.6827 -0.8240
H 6.2493 2.5490 -0.5937
H 2.3984 1.7229 1.1888
O 0.9127 3.0211 1.0989
O 0.9010 0.9724 0.1093
C 0.4206 1.8917 0.8273
C -0.9833 1.6088 1.4296
H -1.7490 1.9576 0.7164
H -1.1316 0.5300 1.6053
H -1.1224 2.1432 2.3844
```

maximum force = 1.969 eV/A
net charge = -1
highest occupied orbital energy = -0.167 Eh
DFT total energy = -5607.5787 hartree
frontier orbital gap = 7.57 eV
energy relative to the best compared isomer or geometry (same formula, charge and spin) = 1.511 eV